No. 1
{
  "formula": "C12H48N24O12",
  "method": "wB97M-V/def2-TZVPD",
  "species": ["C", "O", "N", "N", "H", "H", "H", "H", "C", "O", "N", "N", "H", "H", "H", "H", "C", "O", "N", "N", "H", "H", "H", "H", "C", "O", "N", "N", "H", "H", "H", "H", "C", "O", "N", "N", "H", "H", "H", "H", "C", "O", "N", "N", "H", "H", "H", "H", "C", "O", "N", "N", "H", "H", "H", "H", "C", "O", "N", "N", "H", "H", "H", "H", "C", "O", "N", "N", "H", "H", "H", "H", "C", "O", "N", "N", "H", "H", "H", "H", "C", "O", "N", "N", "H", "H", "H", "H", "C", "O", "N", "N", "H", "H", "H", "H"],
  "positions_angstrom": [[-4.68, 2.61, 0.01], [-4.79, 3.55, -0.76], [-3.85, 1.54, -0.24], [-5.37, 2.43, 1.16], [-3.22, 1.40, -1.00], [-3.90, 0.68, 0.28], [-5.95, 3.24, 1.31], [-5.35, 1.52, 1.58], [-0.85, -3.53, 4.11], [-1.36, -2.84, 5.00], [-0.77, -3.10, 2.83], [-0.47, -4.83, 4.26], [-0.28, -3.69, 2.19], [-0.93, -2.14, 2.60], [-0.15, -5.40, 3.50], [-0.53, -5.29, 5.15], [5.63, 2.25, -1.49], [6.44, 2.64, -0.66], [4.43, 2.86, -1.72], [5.90, 1.22, -2.34], [3.78, 2.52, -2.42], [4.25, 3.69, -1.19], [6.67, 0.61, -2.13], [5.29, 0.99, -3.11], [3.43, -1.90, -4.49], [2.80, -1.38, -5.42], [3.45, -1.46, -3.22], [4.21, -2.99, -4.74], [4.14, -1.69, -2.54], [2.77, -0.72, -3.06], [4.48, -3.64, -4.02], [4.19, -3.36, -5.67], [1.97, 1.88, -4.16], [2.58, 1.33, -3.21], [1.40, 1.19, -5.19], [1.98, 3.23, -4.32], [1.42, 0.18, -5.19], [1.35, 1.74, -6.02], [1.37, 3.55, -5.05], [2.08, 3.79, -3.49], [-0.80, 4.96, -0.02], [-0.47, 6.14, 0.12], [-1.54, 4.28, 0.90], [-0.52, 4.23, -1.13], [-1.99, 4.97, 1.49], [-1.92, 3.36, 0.75], [0.22, 4.55, -1.73], [-0.77, 3.24, -1.10], [-4.15, -0.29, 3.34], [-3.83, 0.34, 2.31], [-4.26, 0.34, 4.54], [-4.25, -1.64, 3.37], [-4.36, -0.18, 5.39], [-3.94, 1.29, 4.59], [-4.61, -2.01, 2.50], [-4.32, -2.13, 4.24], [-1.81, -3.62, -0.66], [-0.65, -3.21, -0.72], [-2.16, -4.97, -0.61], [-2.86, -2.78, -0.42], [-1.52, -5.73, -0.52], [-2.98, -5.12, -1.18], [-2.63, -1.89, -0.02], [-3.51, -3.33, 0.13], [-0.50, 1.16, 4.52], [0.15, 1.07, 5.56], [-1.30, 0.15, 4.06], [-0.67, 2.36, 3.88], [-1.11, -0.80, 4.33], [-2.18, 0.44, 3.68], [-1.25, 2.43, 3.06], [-0.35, 3.16, 4.40], [-0.83, -0.70, -4.02], [-1.00, -0.86, -5.23], [-1.69, 0.01, -3.25], [0.22, -1.19, -3.32], [-2.42, 0.60, -3.63], [-1.32, 0.45, -2.41], [0.93, -1.62, -3.88], [0.10, -1.45, -2.36], [2.97, -1.57, 2.35], [2.02, -1.22, 1.65], [2.79, -2.27, 3.49], [4.27, -1.24, 2.10], [3.58, -2.60, 4.01], [1.86, -2.32, 3.86], [4.85, -1.07, 2.90], [4.58, -0.97, 1.19], [0.00, 0.89, -0.22], [-0.81, 1.55, -0.93], [1.26, 0.70, -0.57], [-0.43, 0.20, 0.87], [1.59, 1.24, -1.36], [1.92, 0.25, 0.05], [-1.32, 0.25, 1.31], [0.17, -0.50, 1.29]],
  "smiles": "NC(N)=O.NC(N)=O.NC(N)=O.NC(N)=O.NC(N)=O.NC(N)=O.NC(N)=O.NC(N)=O.NC(N)=O.NC(N)=O.NC(N)=O.NC(N)=O",
  "largest_force_ev_per_a": 2.81,
  "energy_ha": -2703.5724
}

No. 2
{
  "formula": "C2H4N2S3",
  "method": "wB97M-V/def2-TZVPD",
  "species": ["C", "C", "H", "H", "H", "H", "N", "N", "S", "S", "S"],
  "positions_angstrom": [[-1.90, 0.95, 0.78], [1.26, 0.14, 0.59], [-2.41, -2.42, 0.09], [-2.42, 1.66, 1.64], [-0.55, 2.86, -0.33], [0.95, 0.26, 1.56], [-2.26, -0.25, 0.67], [-0.76, 1.82, -0.31], [-1.44, -1.45, -0.42], [0.55, 0.78, -0.72], [2.73, -0.58, 0.29]],
  "largest_force_ev_per_a": 3.81,
  "energy_ha": -1382.5211
}

No. 3
{
  "formula": "C6H14NO",
  "method": "wB97M-V/def2-TZVPD",
  "species": ["C", "C", "C", "N", "C", "C", "C", "O", "H", "H", "H", "H", "H", "H", "H", "H", "H", "H", "H", "H", "H", "H"],
  "positions_angstrom": [[-0.30, 2.25, -0.35], [0.90, 3.25, -0.47], [0.18, 0.81, -0.27], [-0.75, -0.10, 0.37], [-2.02, -0.16, -0.31], [-0.23, -1.39, 0.88], [0.98, -2.04, 0.02], [1.24, -3.28, 0.44], [-0.94, 2.38, 0.54], [-0.95, 2.43, -1.22], [1.11, 3.36, -1.53], [0.64, 4.21, -0.04], [1.72, 2.76, 0.08], [1.09, 0.78, 0.37], [0.68, 0.33, -1.14], [-2.00, -0.88, -1.17], [-2.42, 0.75, -0.73], [-2.79, -0.57, 0.39], [-0.94, -2.20, 0.96], [0.21, -1.15, 1.86], [1.90, -1.41, 0.20], [0.59, -1.96, -1.03]],
  "largest_force_ev_per_a": 2.59,
  "energy_ha": -366.8017,
  "charge": -2,
  "spin_multiplicity": 2,
  "s2": 0.751
}

No. 4
{
  "formula": "C13H35FO15P4",
  "method": "wB97M-V/def2-TZVPD",
  "species": ["O", "P", "C", "O", "C", "O", "C", "C", "F", "H", "H", "H", "H", "H", "H", "H", "H", "C", "O", "P", "O", "O", "C", "O", "C", "H", "H", "H", "H", "H", "H", "H", "H", "H", "C", "O", "P", "O", "O", "C", "O", "C", "H", "H", "H", "H", "H", "H", "H", "H", "H", "C", "O", "P", "O", "O", "C", "O", "C", "H", "H", "H", "H", "H", "H", "H", "H", "H"],
  "positions_angstrom": [[6.55, -3.40, 0.65], [7.08, -1.94, 0.68], [5.52, -0.83, 0.77], [4.77, -1.12, -0.42], [3.37, -1.06, -0.21], [2.81, 0.04, -0.36], [2.45, -2.31, 0.17], [1.47, -1.81, 1.36], [0.28, -1.31, 0.77], [7.99, -1.70, 1.76], [7.66, -1.67, -0.61], [4.97, -1.00, 1.75], [5.91, 0.25, 0.78], [1.76, -2.50, -0.72], [3.05, -3.22, 0.48], [1.28, -2.65, 2.10], [2.04, -0.98, 1.91], [6.60, 5.58, 0.06], [7.87, 5.27, -0.51], [7.97, 3.69, -1.18], [8.59, 3.11, 0.09], [9.14, 4.12, -2.24], [9.82, 5.36, -2.19], [7.92, 2.15, -1.95], [6.62, 1.76, -2.39], [6.64, 6.59, 0.47], [5.83, 5.54, -0.71], [6.37, 4.87, 0.86], [10.28, 5.52, -1.21], [9.13, 6.17, -2.44], [10.61, 5.34, -2.94], [6.24, 2.48, -3.12], [5.94, 1.71, -1.53], [6.69, 0.78, -2.86], [-5.02, 1.07, -1.09], [-5.21, -0.02, -1.97], [-3.80, -0.99, -2.18], [-3.45, -0.24, -3.45], [-4.68, -2.32, -2.55], [-6.08, -2.29, -2.75], [-2.39, -1.98, -2.32], [-1.54, -1.94, -1.18], [-5.94, 1.65, -1.03], [-4.77, 0.69, -0.10], [-4.21, 1.71, -1.46], [-6.36, -1.56, -3.52], [-6.59, -2.07, -1.81], [-6.40, -3.28, -3.08], [-2.07, -2.30, -0.30], [-1.19, -0.92, -1.01], [-0.68, -2.58, -1.37], [-7.59, -3.86, 2.19], [-7.13, -2.78, 3.01], [-7.40, -1.23, 2.32], [-5.97, -1.20, 1.78], [-7.44, -0.52, 3.80], [-7.11, -1.20, 5.00], [-7.72, 0.32, 1.66], [-8.85, 0.36, 0.78], [-7.36, -4.80, 2.70], [-8.67, -3.78, 2.05], [-7.09, -3.84, 1.22], [-6.12, -1.64, 4.94], [-7.87, -1.96, 5.22], [-7.12, -0.47, 5.81], [-9.75, 0.07, 1.32], [-8.68, -0.32, -0.07], [-8.97, 1.37, 0.40]],
  "smiles": "O=[PH2]COC(=O)CCF.COP(=O)(OC)OC.COP(=O)(OC)OC.COP(=O)(OC)OC",
  "largest_force_ev_per_a": 10.03,
  "energy_ha": -3109.8941
}

No. 5
{
  "formula": "C27H34ClN6O2Tb",
  "method": "wB97M-V/def2-TZVPD",
  "species": ["Tb", "Cl", "C", "C", "C", "C", "O", "C", "C", "O", "C", "H", "H", "H", "H", "C", "N", "C", "C", "N", "C", "C", "C", "C", "C", "C", "C", "C", "C", "N", "C", "N", "C", "C", "N", "C", "C", "C", "N", "C", "C", "H", "H", "H", "H", "H", "H", "H", "H", "H", "H", "H", "H", "H", "H", "H", "H", "H", "H", "H", "H", "H", "H", "H", "H", "H", "H", "H", "H", "H", "H"],
  "positions_angstrom": [[-0.23, -0.60, 0.26], [-3.31, 0.07, 6.73], [-2.40, 0.21, 5.28], [-2.12, 1.49, 4.76], [-1.38, 1.62, 3.61], [-0.88, 0.50, 2.90], [-0.18, 0.68, 1.82], [-1.19, -0.81, 3.44], [-0.73, -2.00, 2.82], [-0.18, -2.11, 1.69], [-1.94, -0.91, 4.63], [-2.49, 2.36, 5.27], [-1.15, 2.61, 3.23], [-0.87, -2.93, 3.39], [-2.15, -1.89, 5.03], [3.52, -0.83, -4.19], [2.20, -1.00, -3.61], [1.30, -1.80, -4.43], [1.87, -0.57, -2.38], [0.88, -1.05, -1.64], [0.46, -2.41, -1.71], [1.42, -3.39, -1.88], [1.09, -4.74, -1.94], [-0.21, -5.12, -1.81], [-1.23, -4.18, -1.57], [-2.56, -4.63, -1.38], [-3.56, -3.76, -1.07], [-3.29, -2.39, -1.01], [-2.03, -1.88, -1.27], [-1.87, -0.46, -1.26], [-2.76, 0.33, -1.87], [-2.89, 1.61, -1.39], [-2.87, 2.75, -2.30], [-2.38, 1.92, -0.08], [-3.53, -0.02, -2.91], [-4.81, 0.60, -3.20], [-3.25, -1.15, -3.77], [-0.92, -2.78, -1.51], [2.60, 0.46, -1.85], [2.86, 1.67, -2.62], [2.53, 0.72, -0.42], [3.88, -1.80, -4.53], [4.21, -0.44, -3.46], [3.50, -0.17, -5.06], [1.35, -1.44, -5.46], [0.28, -1.71, -4.07], [1.59, -2.86, -4.42], [2.46, -3.09, -1.96], [1.87, -5.47, -2.07], [-0.48, -6.17, -1.88], [-2.76, -5.69, -1.48], [-4.56, -4.11, -0.90], [-4.09, -1.70, -0.78], [-3.12, 2.45, -3.31], [-1.87, 3.20, -2.31], [-3.59, 3.50, -1.96], [-2.69, 1.14, 0.64], [-2.82, 2.86, 0.24], [-1.27, 2.04, -0.07], [-5.10, 1.26, -2.38], [-5.56, -0.18, -3.31], [-4.78, 1.17, -4.13], [-2.22, -1.47, -3.67], [-3.42, -0.84, -4.81], [-3.91, -1.99, -3.55], [2.78, 1.47, -3.68], [3.86, 2.04, -2.41], [2.13, 2.44, -2.36], [2.63, -0.22, 0.15], [1.60, 1.27, -0.13], [3.37, 1.36, -0.16]],
  "largest_force_ev_per_a": 2.38,
  "energy_ha": -2812.5307,
  "charge": 2,
  "spin_multiplicity": 7,
  "s2": 12.717
}

No. 6
{
  "formula": "C10H6F5N2O3SV",
  "method": "wB97M-V/def2-TZVPD",
  "species": ["V", "N", "C", "C", "O", "N", "C", "C", "O", "O", "H", "H", "H", "H", "H", "H", "F", "C", "C", "F", "C", "F", "C", "S", "C", "F", "C", "F"],
  "positions_angstrom": [[0.37, 0.27, -1.18], [2.44, 1.01, -1.13], [3.16, 0.62, -2.37], [2.46, -0.57, -3.04], [3.03, -1.27, -3.84], [1.15, -0.65, -2.68], [0.26, -1.53, -3.43], [-1.15, -1.35, -2.88], [-2.11, -1.93, -3.29], [-1.21, -0.44, -1.88], [2.57, 1.99, -0.91], [2.82, 0.50, -0.34], [4.21, 0.38, -2.19], [3.11, 1.45, -3.08], [0.56, -2.58, -3.33], [0.28, -1.29, -4.49], [-3.38, -0.13, 5.54], [-2.63, 0.15, 4.47], [-1.69, -0.76, 4.03], [-1.53, -1.92, 4.67], [-0.92, -0.47, 2.92], [-0.02, -1.36, 2.52], [-1.06, 0.74, 2.24], [-0.05, 1.13, 0.86], [-2.01, 1.63, 2.70], [-2.19, 2.80, 2.08], [-2.79, 1.35, 3.80], [-3.70, 2.23, 4.23]],
  "largest_force_ev_per_a": 1.18,
  "energy_ha": -2561.4552,
  "spin_multiplicity": 3,
  "s2": 2.021
}

No. 7
{
  "formula": "C3H11NOS",
  "method": "wB97M-V/def2-TZVPD",
  "species": ["C", "C", "S", "N", "H", "H", "H", "H", "H", "H", "H", "H", "C", "O", "H", "H", "H"],
  "positions_angstrom": [[-0.33, 1.43, -1.37], [-0.28, 0.15, -0.55], [-1.35, -1.10, -1.31], [0.58, 2.47, -0.71], [-1.35, 1.88, -1.38], [0.06, 1.29, -2.41], [-0.59, 0.42, 0.49], [0.77, -0.19, -0.51], [-1.03, -2.55, 0.39], [0.58, 3.37, -1.21], [1.54, 2.10, -0.67], [0.26, 2.65, 0.25], [0.26, -2.34, 1.81], [-0.77, -3.07, 1.19], [-0.11, -1.40, 2.25], [0.65, -2.97, 2.61], [1.11, -2.13, 1.14]],
  "largest_force_ev_per_a": 1.36,
  "energy_ha": -648.7493,
  "charge": 1,
  "spin_multiplicity": 2,
  "s2": 0.753
}

No. 8
{
  "formula": "C21H30N2O3",
  "method": "wB97M-V/def2-TZVPD",
  "species": ["O", "C", "N", "H", "C", "C", "O", "C", "C", "C", "C", "C", "C", "H", "H", "H", "H", "H", "H", "H", "H", "H", "C", "C", "N", "C", "O", "C", "C", "H", "H", "H", "H", "C", "C", "H", "H", "C", "H", "C", "C", "C", "C", "H", "H", "H", "H", "H", "H", "H", "H", "H", "H", "H", "H", "H"],
  "positions_angstrom": [[-0.81, -0.76, -2.12], [-0.09, -1.46, -1.44], [1.24, -1.56, -1.65], [1.82, -2.08, -1.01], [1.94, -0.68, -2.55], [2.74, 0.37, -1.77], [3.69, -0.33, -0.99], [4.54, 0.38, -0.19], [5.46, -0.38, 0.52], [6.37, 0.23, 1.36], [6.38, 1.61, 1.49], [5.47, 2.37, 0.78], [4.55, 1.76, -0.06], [3.85, 2.37, -0.60], [5.46, 3.44, 0.88], [7.09, 2.09, 2.15], [7.08, -0.37, 1.91], [5.45, -1.46, 0.41], [2.06, 0.94, -1.12], [3.23, 1.06, -2.46], [2.63, -1.26, -3.17], [1.20, -0.18, -3.18], [-0.60, -2.35, -0.30], [-2.11, -2.15, -0.12], [-2.41, -0.97, 0.65], [-1.81, -0.81, 1.85], [-2.00, 0.13, 2.59], [-0.83, -1.92, 2.17], [0.15, -2.06, 1.01], [0.71, -1.13, 0.93], [0.87, -2.86, 1.23], [-0.30, -1.66, 3.09], [-1.37, -2.86, 2.34], [-3.33, 0.04, 0.13], [-4.51, 0.23, 1.09], [-4.25, 1.00, 1.82], [-4.65, -0.70, 1.66], [-5.83, 0.57, 0.41], [-6.28, -0.34, 0.01], [-5.74, 1.59, -0.74], [-4.72, 2.71, -0.51], [-3.32, 2.34, -1.00], [-2.57, 1.34, -0.12], [-1.63, 1.09, -0.62], [-2.33, 1.79, 0.85], [-3.39, 1.94, -2.01], [-2.72, 3.25, -1.05], [-4.69, 2.98, 0.54], [-5.05, 3.59, -1.07], [-5.48, 1.07, -1.66], [-6.73, 2.02, -0.88], [-6.51, 0.95, 1.17], [-3.70, -0.35, -0.82], [-2.54, -3.04, 0.37], [-2.57, -2.05, -1.11], [-0.43, -3.39, -0.62]],
  "smiles": "O=C(NCCOc1ccccc1)[C@H]1CCC(=O)N(C2CCCCCC2)C1",
  "largest_force_ev_per_a": 0.69,
  "energy_ha": -1153.4834
}

No. 9
{
  "formula": "C4H3N2O3P",
  "method": "wB97M-V/def2-TZVPD",
  "species": ["C", "C", "C", "C", "N", "N", "O", "O", "O", "P", "H", "H", "H"],
  "positions_angstrom": [[-0.14, 0.51, 2.04], [1.34, 0.88, -0.21], [-0.63, -0.97, -0.01], [0.58, -0.10, 1.00], [-0.58, 1.15, 2.89], [2.50, 1.22, 0.03], [0.42, 1.16, -1.16], [-0.02, -0.87, -2.74], [-1.96, 0.54, -1.96], [-0.64, -0.04, -1.65], [-1.52, -0.73, 0.46], [-0.72, -2.01, -0.08], [1.37, -0.74, 1.39]],
  "largest_force_ev_per_a": 5.18,
  "energy_ha": -830.8240,
  "charge": -2
}

No. 10
{
  "formula": "C15H24N2Sb2Tl",
  "method": "wB97M-V/def2-TZVPD",
  "species": ["Tl", "C", "Sb", "C", "C", "C", "C", "C", "C", "C", "C", "C", "Sb", "C", "C", "H", "H", "H", "H", "H", "H", "H", "H", "H", "H", "H", "H", "H", "H", "H", "H", "H", "H", "H", "H", "N", "C", "C", "N", "C", "H", "H", "H", "H"],
  "positions_angstrom": [[-0.90, 1.26, 2.19], [-3.28, -3.06, -0.01], [-2.19, -1.20, 0.28], [-3.26, -0.18, -1.30], [-0.42, -1.59, -0.96], [0.69, -2.31, -0.27], [0.40, -3.54, 0.31], [1.36, -4.31, 0.92], [2.66, -3.84, 0.99], [2.97, -2.62, 0.43], [2.01, -1.84, -0.22], [2.46, -0.57, -0.85], [1.84, 1.19, 0.30], [3.02, 2.63, -0.82], [3.29, 0.91, 1.88], [-3.23, -3.38, -1.05], [-4.32, -2.90, 0.26], [-2.88, -3.85, 0.63], [-3.26, -0.79, -2.20], [-2.78, 0.77, -1.51], [-4.28, -0.01, -1.00], [-0.11, -0.61, -1.33], [-0.77, -2.17, -1.81], [-0.62, -3.91, 0.23], [1.10, -5.27, 1.34], [3.43, -4.43, 1.46], [3.99, -2.27, 0.46], [2.09, -0.46, -1.86], [3.55, -0.55, -0.88], [4.04, 2.28, -0.94], [3.03, 3.57, -0.27], [2.59, 2.80, -1.80], [4.27, 0.76, 1.45], [3.01, 0.05, 2.47], [3.31, 1.79, 2.51], [-3.41, 4.40, -0.23], [-2.28, 5.13, -0.03], [-1.35, 4.25, 0.47], [-1.91, 3.01, 0.57], [-3.15, 3.14, 0.14], [-4.29, 4.76, -0.57], [-2.23, 6.18, -0.22], [-0.33, 4.45, 0.73], [-3.87, 2.34, 0.08]],
  "largest_force_ev_per_a": 1.11,
  "energy_ha": -1348.2199,
  "charge": 1
}

No. 11
{
  "formula": "C7H11BrCl3NO5S",
  "method": "wB97M-V/def2-TZVPD",
  "species": ["C", "C", "O", "C", "Br", "O", "S", "O", "O", "O", "C", "C", "C", "N", "H", "H", "H", "H", "H", "H", "H", "H", "H", "H", "C", "Cl", "Cl", "Cl", "H"],
  "positions_angstrom": [[3.20, -1.70, 0.70], [3.72, -0.97, -0.53], [2.65, -0.50, -1.38], [1.99, 0.59, -0.97], [2.21, 1.97, -2.49], [2.46, 1.22, 0.16], [1.27, 2.02, 0.94], [1.17, 1.42, 2.23], [1.49, 3.41, 0.83], [0.08, 1.55, 0.01], [0.48, 0.43, -0.81], [-0.02, -0.84, -0.13], [-1.47, -1.03, -0.49], [-2.39, -0.71, 0.32], [2.66, -2.57, 0.35], [2.57, -1.08, 1.32], [4.06, -2.08, 1.25], [4.42, -0.18, -0.28], [4.26, -1.69, -1.13], [0.04, 0.53, -1.80], [0.02, -0.76, 0.95], [0.53, -1.71, -0.48], [-1.71, -1.41, -1.49], [-3.31, -0.88, -0.09], [-6.06, 1.08, 0.54], [-5.75, -0.43, -0.34], [-7.74, 1.16, 1.06], [-4.96, 1.26, 1.90], [-5.88, 1.90, -0.15]],
  "smiles": "[H]/N=C/C[C@H]1OS(=O)(=O)O[C@@]1(Br)OCC.ClC(Cl)Cl",
  "largest_force_ev_per_a": 1.60,
  "energy_ha": -5057.0098
}